# 1
61
Properties=species:S:1:pos:R:3:forces:R:3:lowdin_charge:R:1 method="wB97M-V/def2-TZVPD" e_tot_ha=-2065.01868 e_lumo_ev="-10.708 / -11.791" orbital_gap_ha="0.259 / 0.218" spin_multiplicity=4 max_force_ev_per_a=1.19 charge=+3
H 0.4844 0.1044 -4.0154 0.020 0.016 -0.001 0.0758
H 1.4249 -0.6200 2.7547 0.001 -0.010 0.012 0.1143
H -4.1833 -4.5825 3.2071 -0.008 0.004 -0.001 0.1347
C 3.2520 3.3769 1.0065 0.027 0.007 0.018 -0.0040
H 3.7230 -2.3589 -5.2878 -0.003 0.006 -0.008 0.1357
C 1.3641 1.1268 3.9889 -0.017 0.036 -0.007 -0.0315
H 1.7594 -0.9588 -5.8187 -0.005 0.004 -0.003 0.1302
H -1.8413 -4.3588 3.9477 0.004 0.003 0.007 0.1317
C 1.3348 -0.5160 -3.7668 -0.084 0.039 -0.029 -0.0832
O -5.1055 1.9363 -1.8786 -0.019 0.075 -0.160 0.2546
H 3.1624 -1.6501 -1.1167 0.016 -0.016 0.001 0.1100
H -3.7541 -1.2003 0.6359 0.002 0.017 0.019 0.0924
H -0.4307 -2.5493 3.0602 0.004 0.008 0.006 0.1163
C -1.4494 -2.6623 2.7091 0.016 0.068 0.021 -0.0565
H 4.4136 -2.7027 -2.9426 0.009 0.000 0.004 0.1332
H 0.2818 -2.5680 -1.5542 -0.013 0.055 -0.038 0.0818
C -0.9677 1.8224 2.6169 -0.078 -0.025 -0.037 -0.0794
C 3.0767 1.0906 0.2860 0.009 -0.055 -0.110 -0.0620
Re -1.5511 0.2917 -1.0872 1.031 -0.116 0.172 1.4646
H -1.1840 1.3087 -3.7173 0.031 -0.007 0.058 0.0963
C -3.5657 -3.7958 2.7939 -0.022 0.005 -0.013 0.0037
H -2.2688 0.1090 -3.7465 0.001 0.010 -0.018 0.1299
C -0.4858 2.6429 3.6226 0.008 0.023 0.011 -0.0298
H 3.5053 0.1002 0.2155 0.011 -0.012 0.005 0.1064
H 3.8191 4.1555 1.4997 -0.001 0.010 -0.006 0.1334
C 0.6736 2.2954 4.3027 0.021 -0.003 0.013 -0.0099
C -2.2427 -3.6720 3.2154 0.010 0.001 -0.020 -0.0182
O -3.1867 1.1796 -0.9508 -0.340 0.144 -0.330 -0.3120
C 0.0538 -2.4479 -0.5003 0.286 0.111 0.227 -0.0652
H 2.2629 0.8672 4.5316 0.002 -0.012 -0.002 0.1285
C 3.1600 -1.8941 -4.4893 0.013 -0.010 0.005 0.0016
H -5.1401 -3.0087 1.5628 -0.004 -0.002 -0.003 0.1307
C -0.2756 0.6467 2.3064 0.138 -0.091 0.130 -0.3851
P 0.8948 0.1636 -1.1332 -0.151 0.297 -0.234 0.9645
C -3.3200 -1.9063 1.3365 -0.026 0.030 -0.116 -0.0831
C 2.8477 -1.4913 -2.1405 -0.039 0.020 0.043 -0.0735
H 1.0442 2.9372 5.0913 -0.007 0.000 0.003 0.1314
N -1.9786 0.9285 -3.2080 -0.034 -0.034 -0.042 -0.0763
H 1.6134 4.6747 0.5148 -0.002 0.006 -0.001 0.1290
C -4.1061 -2.9156 1.8644 0.005 -0.048 0.016 -0.0232
H -3.6561 1.8898 -4.1519 -0.030 -0.038 0.042 0.1583
C 3.7816 2.0914 0.9242 0.005 0.005 0.004 -0.0240
N 0.0797 -0.9782 -0.1257 -0.848 -0.686 -0.476 -0.5020
C 1.2930 2.6757 -0.1827 -0.064 0.053 0.013 -0.0969
C 3.5533 -2.0876 -3.1679 -0.011 -0.005 -0.002 -0.0148
C 1.7254 -0.7037 -2.4397 0.163 -0.030 0.187 -0.3740
C 2.0550 -1.1096 -4.7897 0.006 -0.022 0.000 -0.0247
C 1.8241 1.3851 -0.2710 -0.046 0.037 0.143 -0.3754
H -1.8843 2.0856 2.0994 0.010 0.001 -0.010 0.1130
P -1.0564 -0.4263 1.1484 -0.096 0.431 -0.077 0.9614
H 4.7517 1.8770 1.3513 0.003 -0.007 0.001 0.1314
H -1.0173 3.5489 3.8793 -0.006 0.000 0.002 0.1292
H -0.9213 -2.8678 -0.2729 -0.042 0.040 0.017 0.0808
H 0.8109 -2.9549 0.0937 0.018 -0.046 0.021 0.1106
C 2.0127 3.6717 0.4557 -0.023 -0.030 -0.016 -0.0290
C 0.8910 0.2923 2.9945 -0.004 -0.055 -0.071 -0.0792
C -3.9697 1.7134 -2.0281 0.150 -0.151 0.450 -0.4743
H 0.3290 2.9162 -0.6196 -0.004 -0.024 -0.002 0.0943
C -1.9878 -1.7845 1.7543 0.147 -0.106 0.192 -0.3919
C -3.0790 1.9334 -3.2302 -0.131 0.091 0.021 -0.0854
H -2.6501 2.9332 -3.1382 -0.009 -0.011 -0.029 0.1546

# 2
62
Properties=species:S:1:pos:R:3:forces:R:3:lowdin_charge:R:1 method="wB97M-V/def2-TZVPD" e_tot_ha=-1867.54744 e_lumo_ev=-0.152 orbital_gap_ha=0.276 max_force_ev_per_a=1.24 smiles="Cc1ccc(-c2csc3nc4c5ccccc5c(NCCCN5CCOCC5)nn4c(=O)c23)cc1"
S 0.2827 -4.4519 -0.8317 0.062 0.403 0.116 1.0598
C 0.9729 4.4982 -0.7906 0.290 -0.073 0.138 -0.1658
C -4.4749 -2.1807 -0.3322 0.076 0.066 0.028 -0.0018
H -4.1112 2.6506 0.7968 0.102 -0.131 0.008 0.1223
C -3.9414 0.0913 0.3469 -0.034 -0.565 -0.160 -0.0650
H 2.5203 1.1699 -1.6376 -0.057 -0.022 0.050 0.1257
N -1.7342 -2.7493 -0.2788 -0.683 -0.012 -0.057 0.1085
H 6.8142 0.7712 1.8877 0.065 0.029 0.050 0.0745
H -1.2248 2.8089 1.3844 -0.050 0.134 0.120 0.1105
H 3.8423 -2.0557 -1.7451 -0.042 -0.015 -0.083 0.1149
H -5.6526 1.3863 0.5620 -0.045 0.058 0.017 0.1053
C 5.1317 -0.8073 -0.5815 0.107 0.045 0.066 -0.0466
H 0.7275 2.5594 -2.6082 -0.028 -0.036 0.045 0.1303
H -7.2753 -0.3171 -0.0737 -0.072 0.029 0.005 0.1073
H 2.2492 3.7606 0.7778 0.019 0.067 -0.030 0.1299
O 0.8182 0.0818 1.1636 -0.051 -0.122 -0.012 0.0746
H -4.1203 -3.1701 -0.5709 0.002 -0.096 -0.030 0.1132
H 2.7187 -4.4292 -0.7848 0.244 -0.069 -0.016 0.0765
C -6.2249 -0.5660 -0.0477 -0.016 0.099 0.015 -0.0647
C -0.4181 -2.9750 -0.2595 0.563 0.258 0.165 -0.5284
H -6.5422 -2.5992 -0.6488 -0.046 -0.073 -0.022 0.1079
H 6.2878 1.7111 0.4904 0.069 0.092 0.006 0.0834
H 0.0170 1.3958 -1.4513 -0.026 -0.032 -0.025 0.1096
C 2.3502 4.0897 -0.2668 -0.164 0.313 -0.005 -0.1981
H -1.7803 2.7363 -1.3802 -0.002 0.002 -0.064 0.1123
C -3.5312 -1.2159 0.0295 -0.477 0.576 0.122 -0.0703
C 1.8803 -2.5689 -0.0134 -0.003 -0.353 -0.121 -0.2286
C 4.4518 -0.4160 1.6734 -0.006 -0.037 0.006 -0.0316
H 2.6368 -1.3585 2.2899 -0.076 0.028 0.044 0.1188
C -5.8111 -1.8554 -0.3712 0.060 -0.012 0.003 -0.0593
C 0.1414 -0.7891 0.6668 0.125 0.062 0.136 -0.3326
C -2.1261 -1.5554 0.0830 0.616 -0.418 -0.076 -0.1966
C 1.8700 -3.8189 -0.5464 -0.263 0.031 0.070 -0.3436
H 0.5724 5.2950 -0.1619 0.030 0.055 -0.017 0.1151
N -1.6452 0.6730 0.7970 -0.486 1.131 0.182 0.1671
H 1.0777 4.8826 -1.8232 -0.025 0.009 0.070 0.1297
C 6.5379 0.7080 0.8377 -0.046 0.061 -0.031 -0.0509
C -2.0326 4.3020 0.0640 0.134 -0.343 -0.044 -0.1598
H 4.6190 0.0424 2.6376 0.033 0.046 0.103 0.1118
C 4.0174 -1.5982 -0.7813 -0.107 -0.026 0.072 -0.0292
N -1.2656 -0.5832 0.5115 -0.409 -0.673 -0.298 0.0594
H -2.4472 3.8725 2.1432 0.118 -0.069 -0.022 0.1181
C -1.2783 3.6682 -1.1073 -0.084 0.174 0.103 -0.2074
H -3.0211 4.6210 -0.2774 -0.020 0.107 0.031 0.1083
O 2.9024 3.0543 -1.0409 0.176 0.169 -0.163 -0.1326
H -1.4997 5.1869 0.4101 -0.027 0.111 0.013 0.0983
C 0.5522 -2.0715 0.1696 -0.379 -0.430 -0.181 -0.1005
N -3.1804 2.3207 0.9920 -0.578 0.222 -0.091 0.0531
C -2.8877 1.0349 0.7051 0.674 -0.713 0.043 -0.2599
H 7.3946 0.3581 0.2655 0.084 0.018 -0.003 0.0761
H 3.0485 4.9274 -0.3246 -0.075 -0.017 0.063 0.1233
C 3.0958 -1.7891 0.2435 0.258 0.046 -0.012 -0.1884
H 1.9556 1.5532 0.0130 0.041 0.034 -0.174 0.1036
C 0.6559 2.2761 -1.5409 0.342 -0.124 0.085 -0.1604
N 0.0884 3.3489 -0.7438 -0.041 0.004 -0.070 -0.1692
C -2.1725 3.3263 1.2352 0.145 0.438 0.050 -0.1811
H 5.8308 -0.6537 -1.3915 0.079 0.019 -0.076 0.1107
C 2.0489 1.9309 -1.0129 -0.293 -0.292 -0.044 -0.1884
C 3.3326 -1.2022 1.4807 0.089 -0.061 -0.053 -0.0237
C -5.3041 0.3963 0.3068 0.078 0.061 0.011 -0.0177
H -1.3233 4.3419 -1.9827 0.001 -0.123 0.008 0.1225
C 5.3585 -0.1948 0.6447 0.027 -0.060 -0.061 -0.2801

# 3
63
Properties=species:S:1:pos:R:3:forces:R:3:lowdin_charge:R:1 method="wB97M-V/def2-TZVPD" e_tot_ha=-2681.28155 e_lumo_ev=2.359 orbital_gap_ha=0.283 max_force_ev_per_a=1.07 charge=-1
H -6.0451 2.7467 1.4572 0.011 0.013 0.005 0.1025
H -6.7913 4.6936 0.1008 0.009 0.040 0.012 0.1155
C -3.3140 1.2313 2.5611 0.532 -0.102 -0.266 -0.2894
H 5.6261 1.3688 3.6014 0.208 -0.079 -0.053 0.0291
C 6.2963 -0.1123 1.4983 -0.047 0.093 0.435 -0.7909
C -6.3827 3.6512 1.9448 -0.073 0.155 0.124 -0.0753
I 3.7483 -3.0282 1.1576 0.243 0.415 0.072 0.3438
H 1.5243 -6.9606 -0.3535 0.003 0.017 -0.011 0.0996
H 8.1808 0.3947 2.5601 -0.249 -0.185 -0.246 0.0705
C 0.0775 -0.0293 -3.8967 -0.017 -0.102 -0.421 -0.2855
C 1.2511 -6.2003 -3.6436 -0.077 -0.026 -0.243 -0.0330
C 2.0223 -5.0522 -3.6469 -0.057 -0.256 0.524 -0.2933
C -0.2746 0.9605 -4.7968 -0.041 0.185 0.033 -0.0200
C 2.6185 -4.5767 -2.4934 0.097 0.213 -0.117 -0.0162
H -2.3561 2.8668 3.5482 -0.032 -0.026 0.003 0.1131
F 2.1944 -4.3773 -4.8031 -0.017 0.034 -0.127 0.0421
F 0.1723 0.2734 -2.5951 -0.019 0.022 0.088 0.0709
H 0.4176 -2.6484 -5.9932 0.049 0.003 0.051 0.0965
C 1.6646 -6.4236 -1.2831 0.000 -0.009 -0.051 -0.0926
C -3.2075 0.1850 1.6643 -0.238 -0.082 -0.001 -0.0290
H 7.3497 -1.0452 3.1086 -0.210 0.291 0.174 0.0957
C 2.4338 -5.2648 -1.3032 -0.098 -0.283 -0.004 -0.1175
C -7.2120 5.8895 1.8212 0.149 -0.396 0.272 -0.2922
C -0.1204 -0.6526 -6.5772 -0.020 0.025 -0.043 -0.1053
H -6.0874 2.8816 3.9233 0.007 0.007 -0.012 0.0880
C -1.0231 1.8171 2.2134 -0.189 -0.180 -0.097 -0.0741
H -0.1988 -0.8962 -7.6294 0.007 0.000 0.018 0.0952
H 0.6119 -2.0747 -3.5832 0.003 0.034 0.021 0.1134
H -0.1709 2.4475 2.4300 -0.002 -0.005 -0.010 0.0983
H -1.8969 -0.8512 0.3196 -0.003 -0.005 0.017 0.1053
H 0.0490 0.5950 0.8144 0.009 0.007 0.080 0.0491
H 3.2187 -3.6755 -2.5288 -0.022 0.001 0.031 0.1171
C -2.2388 2.0532 2.8433 -0.100 0.153 0.163 -0.0221
H -0.4713 1.9632 -4.4404 0.032 -0.022 0.039 0.1155
H -6.8512 4.9488 5.0391 0.002 0.030 -0.008 0.1021
C -6.7937 4.7367 1.1823 -0.018 0.032 -0.178 -0.0166
H 6.3367 0.2267 4.7515 -0.173 0.310 -0.102 0.0556
C 1.0766 -6.8921 -2.4521 0.124 0.166 0.114 -0.0963
C -1.9919 -0.0402 1.0296 0.013 0.226 0.167 -0.0742
I 6.4150 1.8776 0.5550 0.045 -0.489 -0.091 0.6436
C 0.3336 -1.3235 -4.3115 0.039 -0.185 0.145 -0.0064
C 6.5580 0.8790 3.8970 0.375 -0.647 0.390 -0.1881
H -4.0672 -0.4440 1.4685 -0.008 0.029 0.024 0.1108
H -7.5639 6.9008 3.6704 -0.007 0.003 -0.043 0.1127
H 0.7937 -6.5433 -4.5631 0.032 0.025 -0.007 0.1100
H 6.7251 -0.8242 0.7777 0.080 0.465 0.097 0.0044
C 0.2278 -1.6368 -5.6599 -0.068 0.228 -0.018 -0.0824
H 0.4812 -7.7962 -2.4365 -0.013 0.020 -0.031 0.0981
H -0.6360 1.4128 -6.8610 -0.007 0.015 0.028 0.0991
H 7.2587 1.6430 4.2622 -0.134 -0.125 -0.283 0.0613
S 2.8119 0.9542 1.3180 -0.246 0.132 0.019 0.2335
C -7.2347 5.9828 3.2004 -0.075 0.202 0.065 -0.0267
C -0.8997 0.7729 1.3052 0.074 -0.045 -0.148 -0.0878
H 2.3898 1.5535 2.4717 0.475 -0.614 -0.350 -0.2327
H 4.2438 -0.6757 3.5816 -0.023 -0.244 -0.130 -0.0783
H 2.8915 -4.8913 -0.3916 -0.149 -0.158 -0.340 -0.0717
C -6.4037 3.7266 3.3317 -0.090 0.070 0.116 -0.0943
C 7.1781 -0.0068 2.7771 -0.153 0.181 -0.393 -0.4353
F -4.5001 1.4570 3.1776 0.018 -0.121 0.022 0.0233
C -6.8319 4.8910 3.9588 0.024 -0.090 -0.289 -0.0818
F -7.6065 6.9464 1.0833 -0.028 0.063 -0.039 0.0496
C -0.3686 0.6457 -6.1459 0.055 -0.236 0.096 -0.0936
Al 4.3613 -0.6311 1.9828 -0.012 0.807 0.709 -0.4623

# 4
76
Properties=species:S:1:pos:R:3:forces:R:3:lowdin_charge:R:1 method="wB97M-V/def2-TZVPD" e_tot_ha=-9801.73429 e_lumo_ev=1.177 orbital_gap_ha=0.186 max_force_ev_per_a=1.55 charge=-1
H -0.5280 -1.5996 -2.7564 -0.052 0.026 -0.028 0.0625
S -2.6241 -0.2098 -0.9509 0.475 0.434 0.138 0.7851
Si -0.7046 2.8738 1.7951 -0.056 -0.023 0.049 0.4539
H -0.4467 -5.1052 0.2640 0.049 -0.065 0.031 0.0234
H 0.7467 4.5063 0.5758 -0.005 0.064 0.064 0.0214
F -2.3650 3.4368 -1.4083 0.059 0.004 -0.012 0.1617
H 0.7030 0.5364 2.6047 -0.053 -0.017 0.054 0.1096
C 2.4961 0.2102 -0.0995 -0.042 0.151 0.637 -0.1810
F 0.8798 4.0888 -3.8423 0.018 -0.021 0.011 0.1544
C 0.1680 -3.3313 3.0028 -0.021 -0.016 -0.135 -0.1724
N -0.6675 -1.2462 1.0672 0.576 -0.177 -0.192 -0.1367
C -1.9741 0.5015 1.9765 -0.077 -0.366 0.347 -0.3754
F -1.0200 0.6337 -4.0355 0.019 0.044 0.008 0.1504
C -3.7802 0.0701 3.5267 -0.062 -0.136 0.060 -0.1241
C -3.5714 -1.2919 3.4023 -0.092 0.098 0.067 -0.1214
H -2.5543 4.3536 2.5970 -0.014 -0.010 0.056 0.0187
C 2.6226 -0.8663 -3.6752 -0.199 -0.122 -0.119 -0.6723
C -0.5175 2.4925 -2.5889 -0.081 -0.123 -0.028 -0.3382
H -4.2092 -1.9936 3.9261 -0.001 0.003 0.017 0.0868
C -1.3294 1.9150 -3.8154 -0.098 -0.017 -0.091 -0.5324
O -0.3674 1.6025 -1.6337 0.581 0.314 0.280 -0.1721
H 4.6506 0.2527 -0.2822 0.002 -0.031 -0.030 0.1078
H 1.1903 2.8744 0.1563 -0.020 0.000 -0.045 -0.0030
H -4.5769 0.4471 4.1559 -0.009 -0.003 0.020 0.0862
C -2.5564 -1.7720 2.5772 0.043 0.128 -0.060 -0.0673
H 1.1454 -3.7796 3.1921 0.067 -0.016 -0.007 0.0175
F -1.7197 4.5412 -3.1517 -0.004 -0.054 0.030 0.1473
C 1.7984 -2.9219 0.5370 -0.097 0.032 -0.011 -0.1612
H 2.4757 -2.2712 1.0934 0.040 0.041 0.041 0.0208
F -1.0748 2.5790 -4.9664 -0.018 0.001 -0.001 0.1398
N -1.1234 1.2884 1.2161 0.182 0.270 -0.170 -0.1352
H -1.7364 5.0804 1.2135 0.020 0.028 -0.008 0.0216
H -1.0763 -3.8436 -0.8079 0.011 0.019 -0.035 0.0064
N 0.8680 -0.6932 -1.5451 0.530 0.215 -0.308 0.0808
Br 5.7066 0.7631 2.4243 -0.023 -0.006 0.007 0.7667
H -1.9483 -4.2570 0.6483 -0.032 0.002 0.023 0.0248
C 2.1469 -0.2519 -1.4418 -0.374 -0.156 -0.522 -0.1942
H 2.1365 -3.9483 0.6950 0.004 -0.064 0.044 0.0327
C -2.5793 -1.5202 -1.9702 -0.007 -0.026 0.191 -0.8407
H -0.5873 -4.0603 3.2960 -0.047 -0.028 0.016 0.0219
C -2.9858 0.9641 2.8121 0.061 -0.082 -0.129 -0.0668
C 1.6061 0.5002 2.0168 0.160 0.051 -0.117 -0.0874
C -1.7315 -0.8939 1.8820 -0.329 0.257 0.264 -0.3696
H -0.9488 2.0443 4.1613 -0.022 -0.017 0.036 0.0228
H 2.9840 0.7289 3.6403 0.010 0.032 0.010 0.1110
H 1.6860 3.5516 1.7168 0.043 -0.058 0.053 0.0259
C 3.7987 0.3494 0.3720 -0.301 -0.001 -0.073 -0.0394
Si 0.0233 -2.8274 1.1769 -0.008 0.007 0.014 0.4209
H -2.4317 -2.8394 2.4631 0.021 -0.073 -0.006 0.0779
H 0.9703 -1.7965 -4.6989 0.011 -0.016 -0.019 0.1171
Co -0.3191 0.1998 -0.1343 -1.455 -0.522 -0.032 0.4266
F -2.6499 1.9783 -3.6172 0.077 -0.032 0.007 0.1551
H -2.8853 3.7731 0.9634 -0.041 -0.032 -0.033 0.0208
H -3.1734 2.0271 2.8900 -0.034 0.054 -0.026 0.0858
F -0.5220 4.5575 -1.3582 0.007 -0.004 -0.027 0.1381
F 1.4041 1.9887 -3.9360 0.012 0.004 -0.001 0.1458
C 2.8679 0.6122 2.5734 0.100 -0.026 -0.039 -0.0698
C 3.9638 0.5700 1.7241 -0.116 0.020 0.144 -0.6637
C 0.4848 -1.2320 -2.6953 0.142 -0.105 0.125 -0.0766
N -2.5434 -2.4362 -2.6830 0.004 -0.205 -0.188 0.0320
F 1.7565 3.1076 -2.1320 -0.015 0.022 -0.060 0.1446
C -1.2968 3.7703 -2.1267 -0.070 0.081 0.008 -0.5300
H -0.5210 3.7520 4.1430 -0.008 0.063 -0.013 0.0251
C 0.8779 3.5068 0.9839 -0.073 -0.059 0.004 -0.1581
H 4.0542 0.0859 -2.3899 0.019 0.013 0.029 0.1096
C -0.9454 -4.1344 0.2365 0.016 0.105 0.008 -0.1659
N 1.4327 0.3479 0.7088 0.502 0.210 -0.373 0.0624
H 0.7193 2.5446 3.8547 0.066 -0.029 -0.005 0.0056
C -2.1043 4.1390 1.6263 0.110 -0.055 -0.058 -0.1777
C 0.8838 2.9451 -3.1383 0.069 -0.027 0.035 -0.5210
C -0.3272 2.7900 3.6640 -0.043 -0.015 -0.136 -0.1716
C 1.3369 -1.3550 -3.7848 0.178 0.036 -0.052 -0.0655
Br 3.8064 -0.9478 -5.1426 -0.022 -0.004 0.005 0.7714
C 3.0543 -0.3066 -2.4877 -0.272 -0.014 0.295 -0.0500
H 1.9011 -2.7132 -0.5252 0.009 -0.029 -0.048 0.0134
H 0.0535 -2.4665 3.6571 0.002 0.048 0.013 0.0265